110
Properties=species:S:1:pos:R:3 method="wB97M-V/def2-TZVPD" homo_ev=-10.38 total_charge=+1 homo_lumo_gap_ha=0.23596
Sc 1.4764 -0.7761 -0.3505
C 6.1792 -2.2953 -1.7132
O 5.5287 -1.1370 -2.2276
C 5.4892 -0.0922 -1.3366
C 6.5079 0.8352 -1.2770
C 6.4364 1.9217 -0.4044
C 5.3335 2.0715 0.4051
C 4.2691 1.1592 0.3454
C 3.1943 1.2604 1.3078
N 2.1089 0.5785 1.2125
N 1.2901 0.5680 2.3387
C 0.5249 -0.4772 2.2948
O 0.5309 -1.3384 1.3016
C -0.4159 -0.7196 3.4109
C -0.4013 0.1001 4.5390
C -1.3181 -0.1084 5.5549
C -2.2561 -1.1283 5.4512
C -2.2709 -1.9460 4.3309
C -1.3503 -1.7449 3.3139
C 4.3457 0.0508 -0.5280
O 3.3883 -0.8561 -0.5902
H 6.2028 -3.0266 -2.5176
H 5.6270 -2.7000 -0.8584
H 7.1995 -2.0634 -1.4000
H 7.3640 0.7029 -1.9273
H 7.2471 2.6352 -0.3633
H 5.2762 2.8980 1.1027
H 3.3353 1.8756 2.1953
H 0.3266 0.8972 4.6033
H -1.3030 0.5258 6.4316
H -2.9710 -1.2890 6.2474
H -2.9985 -2.7430 4.2501
H -1.3549 -2.3738 2.4339
O 1.2059 -0.9184 -2.6553
N 1.8648 0.4039 -2.5666
C 2.2240 -3.7147 0.4892
N 1.5745 -3.1208 -0.7285
C 2.3873 -3.5490 -1.9079
N 2.4807 -4.9920 -2.0048
C 3.0959 -5.5117 -0.7828
N 2.3160 -5.1576 0.4028
C 0.9647 -5.7010 0.2552
N 0.3027 -5.1888 -0.9501
C 0.2280 -3.7435 -0.8563
C 1.1278 -5.5413 -2.1094
H 1.6303 -3.4317 1.3574
H 3.2217 -3.2792 0.5749
H 3.3771 -3.1009 -1.8122
H 1.9119 -3.1651 -2.8108
H 4.1023 -5.0999 -0.6850
H 3.1671 -6.5979 -0.8544
H 0.3729 -5.4295 1.1315
H 1.0211 -6.7882 0.1911
H -0.3619 -3.4568 0.0177
H -0.2503 -3.3480 -1.7584
H 0.6542 -5.1572 -3.0156
H 1.1890 -6.6279 -2.1810
C -0.2800 6.0442 3.6320
C -0.6175 4.8516 2.7852
C -1.5644 3.9249 3.1882
C -1.8737 2.8087 2.4164
C -2.9495 1.8737 2.9079
C -1.2103 2.6158 1.1952
As -1.6820 0.8861 0.4373
N -0.3871 0.5911 -1.0197
C -0.5466 0.7859 -2.2720
C 0.5682 0.2575 -3.1589
C 0.4273 0.2977 -4.6227
C -0.6135 0.9337 -5.1589
C -1.6175 1.5746 -4.3149
C -1.6012 1.5099 -2.9757
C -3.4094 1.1086 -0.4558
C -4.1131 2.3056 -0.6672
C -3.5304 3.6756 -0.4472
C -5.4173 2.2392 -1.1500
C -6.0412 1.0352 -1.4402
C -7.4561 0.9923 -1.9392
C -5.3186 -0.1364 -1.2552
C -4.0212 -0.1227 -0.7621
C -3.3082 -1.4428 -0.5997
C -0.2524 3.5433 0.7631
C 0.4777 3.4440 -0.5497
C 0.0180 4.6425 1.5664
H -0.8694 6.0567 4.5473
H -0.4702 6.9740 3.0940
H 0.7751 6.0382 3.9098
H -2.0817 4.0643 4.1308
H -3.2748 2.1683 3.9043
H -2.6045 0.8397 2.9739
H -3.8294 1.8906 2.2570
H 2.6045 0.3784 -3.2716
H 1.1956 -0.1884 -5.2110
H -0.7289 0.9925 -6.2325
H -2.4122 2.1196 -4.8077
H -2.3736 1.9828 -2.3964
H -2.5020 3.7522 -0.8001
H -3.5146 3.9489 0.6090
H -4.1279 4.4168 -0.9763
H -5.9579 3.1647 -1.3132
H -7.8269 1.9903 -2.1664
H -8.1144 0.5520 -1.1885
H -7.5366 0.3826 -2.8397
H -5.7785 -1.0885 -1.4956
H -3.9431 -2.2545 -0.9511
H -3.0444 -1.6403 0.4416
H -2.3789 -1.4799 -1.1767
H 1.0563 2.5268 -0.6357
H 1.1678 4.2802 -0.6543
H -0.2132 3.4813 -1.3976
H 0.7539 5.3636 1.2264


5
Properties=species:S:1:pos:R:3 method="wB97M-V/def2-TZVPD" s_squared=2.010 homo_ev="-8.93 / -10.69" total_charge=0 relative_energy_kj_mol=182.2 homo_lumo_gap_ha="0.32605 / 0.33223" spin_multiplicity=3
O -1.7594 0.6617 0.1573
P -0.7234 -0.1941 -1.3217
P 1.0671 -0.5575 -0.1404
H 0.2633 -0.6789 1.1054
H 1.1523 0.7688 0.1993


57
Properties=species:S:1:pos:R:3 method="wB97M-V/def2-TZVPD" homo_ev=-9.29 total_charge=0 relative_energy_kj_mol=772.1 homo_lumo_gap_ha=0.35265
C 2.3633 -0.6184 0.3961
C 0.8593 -0.6905 -0.0431
C -0.0593 -0.8983 1.1298
C -0.0992 -2.3581 1.4451
C 0.0777 -2.7517 2.6552
N 0.2834 0.3626 -1.0031
C 1.0661 0.6980 -2.1742
O 1.9330 1.7849 -1.8839
H 2.2299 -1.1088 1.3658
H 2.9233 -1.0546 -0.3916
H 2.6596 0.3276 0.8552
H 0.7193 -1.6389 -0.7348
H 0.2181 -0.1783 1.9245
H -0.8898 -0.3894 0.7854
H -0.1641 -3.0338 0.4530
H 0.3157 -2.0559 3.4840
H 0.0573 -3.7399 2.9777
H 0.0613 1.2227 -0.3345
H 1.7976 -0.1431 -2.3719
H 0.2757 1.3136 -2.7473
H 2.3402 1.6875 -1.0324
H 0.2101 4.7402 0.5331
H -0.2151 3.9501 -0.6506
O -0.3030 3.9693 0.3536
H -3.4605 -1.1763 0.6661
H -3.7794 -1.8296 -0.6327
O -3.9910 -1.0662 -0.0889
H -2.0125 3.1797 2.9739
H -1.5211 3.1794 1.5306
O -1.4317 2.8759 2.4874
H 1.4492 -3.7683 0.8925
H 1.5971 -5.1135 1.4218
O 1.8927 -4.5228 0.7271
H -2.5096 3.4361 -2.2419
H -2.8543 2.2365 -1.5837
O -2.2314 2.5418 -2.2194
H -4.2616 1.5443 0.3660
H -4.6843 0.6810 -0.7842
O -4.3921 1.5983 -0.6557
H 1.7209 1.9613 0.4821
H 1.6223 2.3116 2.0397
O 2.1890 2.2265 1.2925
H -0.2769 3.9851 -3.0899
H 0.7626 3.5545 -2.1093
O 0.2064 4.2055 -2.2517
H -3.4343 -2.4609 2.3344
H -2.0849 -1.6722 2.2978
O -3.0528 -1.5630 2.2391
H -0.9332 -1.5553 -1.4791
H -2.0801 -1.4861 -2.5801
O -1.6917 -2.0082 -1.8115
H 4.0899 0.6935 0.2892
H 5.3993 0.9761 -0.3994
O 4.6288 0.4249 -0.3989
H 1.4382 -4.3124 -1.5706
H 2.8209 -4.5259 -1.2832
O 2.2061 -3.9482 -1.8514


21
Properties=species:S:1:pos:R:3 method="wB97M-V/def2-TZVPD" homo_ev=-9.30 smiles="C[C@@](N)(CS/C(Cl)=C/Cl)C(=O)O" total_charge=0 relative_energy_kj_mol=0.0 homo_lumo_gap_ha=0.35856
C -2.3652 -0.7095 0.5709
C -0.8931 -0.8598 0.0335
N -1.0093 -1.3119 -1.4066
C -0.0562 0.4336 0.0878
S 1.5605 0.4538 -0.8471
C 1.9713 2.1450 -0.4802
Cl 0.8636 3.4867 -0.8779
C 3.1293 2.3638 0.1727
Cl 3.6219 3.9367 0.7360
C -0.1207 -1.9099 0.8715
O 0.0850 -1.7136 2.0549
O 0.3806 -2.9459 0.1472
H -2.7840 -1.6662 0.6738
H -2.3232 -0.2208 1.5533
H -2.9535 -0.1147 -0.1024
H -1.9761 -1.2965 -1.6617
H -0.4661 -0.6866 -2.0174
H -0.7096 1.2371 -0.2947
H 0.2150 0.6404 1.1385
H 3.7445 1.5042 0.4225
H 0.0852 -2.7658 -0.7747


Number 1: total energy -149139.010 eV, largest force on an atom 0.98 eV/A. Number 2: total energy -20653.026 eV, largest force on an atom 4.42 eV/A. Number 3: total energy -34924.833 eV, largest force on an atom 13.44 eV/A. Number 4: total energy -47832.947 eV, largest force on an atom 2.84 eV/A.